Record 1
A molecular structure, C27H16F12MnN2O2. Source: OMol25; level of theory: the ωB97M-V functional and the def2-TZVPD basis.

Geometry (Å):
1 H 4.188981 1.100921 0.538014
2 F 0.417770 -3.138954 1.620338
3 C 1.001035 -2.514802 -3.799415
4 H 0.361951 2.343868 0.631944
5 H 2.281460 0.550018 -0.915817
6 C -3.307748 3.253775 1.470268
7 C -2.988486 1.962535 1.081093
8 O -2.371328 -0.248529 -1.281606
9 C 1.353216 -3.217880 -5.066521
10 C -1.441181 1.221342 -2.916120
11 C 3.307709 0.642553 0.959009
12 C -1.670711 1.616212 0.783937
13 H 0.888626 -4.203507 -5.096885
14 F -2.490228 2.036326 -2.812490
15 C 1.430586 -2.033165 -1.481095
16 O -1.397957 -1.032510 1.887300
17 H -0.719317 -1.582995 -4.631525
18 N -2.854412 6.601941 2.301805
19 F -2.624580 -0.622535 -4.780891
20 F 0.188267 -0.662942 5.046174
21 H -4.326011 3.529247 1.701227
22 H 2.626633 -3.334942 -2.662350
23 C 0.308452 -1.188808 -1.425093
24 N 0.013953 -0.518996 -0.225475
25 H 2.428994 -3.354995 -5.152169
26 H 4.512321 -0.096135 3.989928
27 C -0.975735 3.873146 1.263515
28 C -1.785252 -0.233348 -2.523666
29 C 2.242746 0.334720 0.140272
30 F -3.083548 -2.079552 -3.241932
31 F -0.824070 0.825872 3.833832
32 C 3.256804 0.349707 2.316087
33 F -0.469960 1.700511 -2.113733
34 Mn -1.631536 -0.245932 0.326034
35 H 5.336490 0.725761 2.663732
36 F -1.044957 -3.328911 3.215456
37 C -2.892598 -0.767930 -3.465705
38 H -3.797445 1.229300 1.001707
39 F -0.973072 1.307246 -4.178404
40 C 2.099612 -0.225750 2.832460
41 H 2.024918 -2.181099 -0.596250
42 F -4.050785 -0.140391 -3.234958
43 C -0.661561 2.582161 0.869298
44 C -0.515282 -1.065147 -2.569797
45 F -1.838025 -0.985731 4.439205
46 C -0.127926 -1.703554 -3.736460
47 C 0.986523 -0.494445 2.044438
48 H -0.209990 4.632757 1.337717
49 F 1.023767 -2.892978 3.690491
50 C -2.602830 5.532261 1.970781
51 H 2.081626 -0.469411 3.881415
52 C 4.403584 0.663885 3.219377
53 C -2.293877 4.202471 1.564396
54 C 1.084540 -0.248286 0.658751
55 H 1.007556 -2.660670 -5.934342
56 C 1.762368 -2.687438 -2.646683
57 C -0.670005 -0.496878 4.013303
58 C 0.029916 -2.642173 2.817938
59 H 4.247066 1.619761 3.717989
60 C -0.257056 -1.136978 2.660151

Atomic forces in eV per Å
H 0.1 0.1 0.0
F -0.2 0.1 0.3
C 0.0 0.1 0.3
H 0.1 -0.1 0.0
H 0.0 0.0 -0.1
C 0.1 0.0 0.0
C 0.0 -0.2 0.0
O -0.5 -0.1 -0.2
C 0.1 -0.1 -0.2
C 0.3 0.4 -0.3
C -0.1 -0.1 0.1
C 0.2 0.4 0.3
H 0.0 -0.1 0.0
F 0.1 -0.1 0.0
C -0.5 0.2 -0.1
O 0.2 -0.2 0.6
H 0.0 0.0 0.0
N 0.0 0.2 0.0
F -0.1 0.0 0.3
F 0.0 0.0 -0.5
H 0.0 0.0 0.0
H 0.1 -0.1 0.0
C 0.0 -0.4 -0.6
N -0.6 0.1 0.4
H 0.1 0.0 0.0
H 0.0 0.0 0.1
C 0.0 -0.2 -0.1
C 0.0 0.2 0.0
C -0.3 0.0 0.2
F 0.0 0.2 0.0
F 0.1 -0.2 0.0
C -0.2 -0.1 -0.1
F -0.2 -0.1 -0.1
Mn 0.8 0.2 -0.6
H 0.1 0.0 0.0
F 0.2 0.1 -0.1
C -0.4 -0.3 -0.3
H 0.2 0.1 0.0
F -0.1 -0.1 0.3
C 0.0 0.1 -0.2
H 0.1 0.0 0.1
F 0.2 -0.1 0.0
C -0.4 -0.2 0.0
C 0.5 -0.2 0.3
F 0.1 0.0 -0.2
C 0.2 -0.1 0.0
C 0.1 0.2 -0.4
H 0.0 0.0 0.0
F -0.2 0.1 -0.2
C -0.1 0.3 0.1
H 0.0 0.0 0.1
C 0.2 0.0 0.1
C 0.0 -0.3 -0.1
C 0.1 0.3 0.4
H 0.0 0.0 -0.1
C -0.2 0.1 -0.2
C -0.1 0.4 0.7
C 0.1 -0.6 0.0
H 0.0 0.1 0.1
C -0.2 -0.1 0.0

## Properties
* HOMO energy (alpha / beta): -0.315 / -0.324 hartree
* calculated total energy: -3647.87738 hartree
* spin multiplicity: 2
* lowest unoccupied orbital energy (alpha / beta): -1.913 / -2.136 eV
* maximum force: 0.0193 hartree/bohr

Record 2
A molecular structure, C27H16F2LiN4O2. Source: OMol25; level of theory: the ωB97M-V functional and the def2-TZVPD basis.

Geometry (Å):
1 H -2.433685 0.971005 -2.394257
2 C 0.540785 -3.424038 0.035383
3 C -1.068751 0.377070 4.199065
4 H 0.481000 -4.139259 0.840757
5 H 5.170431 0.784335 0.006615
6 C -4.090076 0.613321 0.997373
7 N 0.239715 -1.191991 -0.737823
8 H 5.145590 0.543930 2.493948
9 C 0.865403 1.683335 -4.717316
10 H 1.415032 -3.141632 -3.190018
11 C 0.442911 0.882949 -2.456994
12 H -3.090263 0.281125 3.588985
13 C 1.063780 -2.841806 -2.219643
14 C -1.399761 0.060604 5.714770
15 H -0.199866 -1.755893 1.164887
16 O -0.407594 -0.025178 6.442198
17 C 3.044354 1.093531 -0.079795
18 C 4.229498 0.706726 1.943689
19 H 1.287372 -4.812001 -1.425128
20 H -5.963298 0.404404 -0.018317
21 N -0.483034 0.911533 1.559151
22 H -4.910953 0.551983 -2.280170
23 H 1.014298 0.462161 4.536304
24 O -2.602856 -0.056410 5.959067
25 C 0.747807 -0.421708 -2.931365
26 C 3.019927 0.760806 2.611681
27 H 2.987209 1.268023 -1.144538
28 H 2.984007 0.658933 3.685937
29 C -2.080050 0.455123 3.252997
30 C -2.947940 0.838085 -1.453733
31 N 1.890275 1.114487 0.548852
32 C 1.094114 -0.614077 -4.271824
33 C -2.709956 0.756807 0.820560
34 C 0.501270 0.812861 2.441932
35 C 0.243932 0.553911 3.786888
36 C -4.895554 0.535597 -0.124953
37 C -1.742845 0.723890 1.927676
38 C 0.685131 -1.515656 -1.954976
39 C 1.849116 0.919625 1.863211
40 H 0.282150 2.926352 -3.120590
41 Li -0.017930 0.797930 -0.454474
42 C 0.171627 -2.099771 0.209965
43 C 0.511072 1.909710 -3.406698
44 F 1.381546 -1.848925 -4.804976
45 N -2.177833 0.891728 -0.389320
46 H 1.439453 0.241617 -6.210505
47 C 4.249885 0.856035 0.564289
48 F 0.926752 2.722708 -5.606936
49 C 1.165947 0.418928 -5.182738
50 C 0.992042 -3.791331 -1.221244
51 C -4.318053 0.632508 -1.382331
52 H -4.523131 0.555999 1.984479

Atomic forces in eV per Å
H 0.0 -0.1 -0.2
C 0.0 0.0 -0.1
C -0.1 -0.1 0.5
H -0.1 0.0 0.1
H 0.1 0.1 -0.1
C 0.2 0.0 0.0
N 0.0 0.4 -0.1
H 0.1 0.0 0.0
C 0.0 0.0 -0.1
H 0.0 0.1 -0.1
C 0.1 0.0 -0.6
H -0.1 0.0 0.0
C 0.0 0.0 0.0
C 0.2 0.2 -0.9
H -0.1 0.0 0.2
O 0.6 0.0 0.3
C 0.5 0.0 -0.2
C 0.0 0.1 -0.1
H 0.0 0.0 0.0
H -0.1 0.0 0.0
N 0.1 0.0 -0.2
H 0.0 0.0 -0.1
H 0.1 0.0 0.1
O -0.7 -0.1 0.0
C 0.1 0.3 -0.4
C -0.2 0.0 -0.1
H 0.1 0.0 -0.2
H -0.1 -0.1 0.0
C 0.1 0.0 -0.2
C -0.4 0.0 -0.3
N -0.4 0.0 0.0
C 0.0 0.1 -0.1
C -0.8 0.0 -0.2
C -0.6 0.0 0.7
C 0.0 0.0 -0.2
C 0.1 0.1 -0.1
C 0.2 0.0 0.9
C 0.1 -0.8 -0.1
C 0.8 0.0 0.2
H 0.0 0.3 0.0
Li -0.1 0.2 0.1
C 0.0 -0.6 0.4
C 0.0 0.1 0.1
F -0.1 0.2 0.2
N 0.4 0.0 0.1
H 0.0 0.0 -0.1
C 0.0 0.0 0.1
F 0.0 -0.2 0.2
C 0.0 0.1 -0.1
C -0.1 0.1 0.1
C 0.0 0.0 0.1
H 0.0 0.0 0.1

## Properties
* HOMO energy: -0.188 hartree
* total charge: -1
* calculated total energy: -1615.42726 hartree
* lowest unoccupied orbital energy: 2.387 eV
* maximum force: 0.0181 hartree/bohr

Record 3
A molecular structure, C27H18AuBrFN2O2Se. Source: OMol25; level of theory: the ωB97M-V functional and the def2-TZVPD basis.

Geometry (Å):
1 C 0.974482 0.579428 0.806329
2 C -0.961067 0.151830 2.413892
3 C 1.272079 -2.668444 -0.644851
4 C 3.034282 -4.297272 -0.810293
5 O -2.934256 -1.637181 -1.260065
6 H -4.085739 2.062208 -5.822208
7 H -4.625881 -0.838696 -2.939230
8 C -2.362053 1.687403 -4.595574
9 C -1.140642 3.676824 4.842965
10 C 3.124143 1.857844 -0.451623
11 C 0.040244 3.359755 4.185934
12 H -3.008235 1.042250 3.828406
13 C 1.829590 -3.875813 -0.252713
14 C 3.115467 -2.279253 -2.142382
15 H 4.370142 0.546559 0.705264
16 H 1.472362 -0.922568 -1.878060
17 O -0.965647 -0.600247 -1.446516
18 C -1.841389 0.950224 -3.551010
19 H -3.164647 3.068436 5.223093
20 H 3.636739 -1.674293 -2.873329
21 H 0.906110 4.002392 4.289556
22 H -0.268442 1.853549 -0.384965
23 H 3.954683 2.349487 -0.942075
24 C -0.972719 -4.466441 2.145578
25 C 0.751089 1.588421 -0.137979
26 H 1.056079 1.985313 2.899083
27 H 2.469861 -0.596369 1.794338
28 C -2.670718 0.022337 -2.940878
29 C 3.648726 -3.486844 -1.741429
30 Br -1.296682 2.980684 -5.485718
31 C 3.355707 0.848368 0.475819
32 C 1.909472 -1.869223 -1.583015
33 H 3.490175 -5.237143 -0.526864
34 C -2.182825 -0.821827 -1.791132
35 H 1.628653 3.003084 -1.480833
36 C -3.971438 -0.116108 -3.409578
37 C -3.670961 1.487188 -5.002563
38 C 1.817685 2.222154 -0.753976
39 H -1.740220 -0.567861 2.655221
40 C 0.126458 2.221955 3.397938
41 C 2.294367 0.210819 1.093246
42 Se -1.233106 -6.108756 2.753270
43 F 4.827310 -3.891839 -2.284369
44 H -1.203047 4.566758 5.456612
45 C -0.973732 1.376036 3.249639
46 H -0.824185 1.075029 -3.206035
47 C -2.151193 1.698135 3.927426
48 N -0.800229 -3.373369 1.772274
49 C -2.238055 2.837592 4.712032
50 Au -0.552570 -1.958272 0.227566
51 N -4.467990 0.597117 -4.418979
52 H 1.338759 -4.498830 0.485241
53 C -0.136998 -0.122528 1.417515

Atomic forces in eV per Å
C 0.1 0.1 0.0
C 0.0 -0.1 0.0
C 0.0 0.1 0.0
C 0.0 0.0 0.0
O 0.0 0.1 -0.1
H 0.0 0.0 0.0
H 0.0 0.0 0.0
C 0.0 0.0 0.0
C 0.0 0.0 0.0
C 0.0 0.0 0.0
C 0.0 0.0 0.0
H 0.0 0.0 0.0
C 0.0 0.0 0.0
C 0.0 0.0 0.0
H 0.0 0.0 0.0
H 0.0 0.0 0.0
O -0.1 0.0 -0.1
C 0.0 0.0 0.0
H 0.0 0.0 0.0
H 0.0 0.0 0.0
H 0.0 0.0 0.0
H 0.0 0.0 0.0
H 0.0 0.0 0.0
C 0.0 0.3 0.0
C 0.0 0.0 0.0
H 0.0 0.0 0.0
H 0.0 0.0 0.0
C 0.0 0.0 0.0
C 0.0 0.0 0.0
Br 0.0 0.0 0.0
C 0.0 0.0 0.0
C 0.0 0.0 0.0
H 0.0 0.0 0.0
C 0.1 -0.1 0.2
H 0.0 0.0 0.0
C 0.0 0.0 0.0
C 0.0 0.0 0.0
C 0.0 0.0 0.0
H 0.0 0.0 0.0
C 0.0 0.0 0.0
C 0.0 0.0 0.0
Se 0.0 -0.3 0.1
F 0.0 0.0 0.0
H 0.0 0.0 0.0
C 0.0 0.0 0.0
H 0.0 0.0 0.0
C 0.0 0.0 0.0
N -0.1 0.0 -0.1
C 0.0 0.0 0.0
Au 0.0 -0.2 0.0
N 0.0 0.0 0.0
H 0.0 0.0 0.0
C 0.1 0.1 0.0

## Properties
* HOMO energy (alpha / beta): -0.181 / -0.192 hartree
* energy above the lowest of the compared OMol25 structures with the same formula, charge and spin: 0.000 eV
* total charge: -1
* calculated total energy: -6510.67325 hartree
* spin multiplicity: 3
* lowest unoccupied orbital energy (alpha / beta): 2.218 / 1.279 eV
* maximum force: 0.0062 hartree/bohr